{"formula": "C4H12NSi", "method": "wB97M-V/def2-TZVPD", "elements": ["Si", "C", "C", "C", "C", "N", "H", "H", "H", "H", "H", "H", "H", "H", "H", "H", "H", "H"], "xyz": [[-2.38858, 0.03778, 0.08767], [-0.57581, -0.06778, -0.54438], [0.26736, -1.30639, -0.18305], [1.65024, -0.69500, 0.26187], [1.56504, 0.77235, -0.09533], [0.15016, 1.06136, 0.12289], [-3.07778, -1.18033, -0.32990], [-2.59089, 1.54037, -0.34899], [-2.17622, 0.21178, 1.47205], [-0.49418, -0.00424, -1.64809], [0.32807, -2.04407, -1.05303], [-0.19253, -1.74843, 0.68178], [1.92356, -0.69348, 1.30992], [2.56804, -1.04611, -0.28116], [2.08677, 1.52826, 0.43040], [1.85308, 0.83317, -1.15789], [0.21710, 0.89818, 1.08222], [-0.04054, 2.03461, -0.15657]], "forces_ev_per_a": [[0.9, 1.7, -1.6], [-0.8, -0.7, -0.8], [0.8, 0.1, -0.1], [1.8, 0.1, -0.7], [0.9, -0.5, -2.6], [0.7, 0.3, -2.8], [-0.4, 0.2, -0.1], [-0.6, -1.6, 0.1], [0.0, -0.3, 1.5], [-0.1, 0.9, 0.6], [0.0, 1.1, 1.4], [0.0, -0.8, 0.3], [-0.5, -0.9, 0.4], [-1.1, -0.3, 0.5], [1.1, 0.2, 0.8], [-0.6, 0.6, 0.3], [-1.5, 0.4, 2.5], [-0.6, -0.6, 0.4]], "e_above_lowest_kj_mol": 83.1, "charge": 1}


{"formula": "C2H2ClN", "method": "wB97M-V/def2-TZVPD", "elements": ["C", "C", "N", "Cl", "H", "H"], "xyz": [[0.55308, -0.55642, 0.03340], [-0.73714, 0.29805, 0.00521], [-2.02459, 0.36106, 0.00438], [2.05314, 0.18070, -0.00842], [-0.34814, 1.34415, -0.02689], [0.50365, -1.62754, -0.00769]], "forces_ev_per_a": [[-3.4, 0.3, -0.1], [0.6, 1.4, 0.0], [2.9, -1.6, 0.0], [0.0, 0.2, 0.0], [-0.2, 0.0, 0.0], [0.2, -0.2, 0.0]], "e_above_lowest_kj_mol": 323.7}


{"formula": "C2H6NO3", "method": "wB97M-V/def2-TZVPD", "elements": ["O", "C", "N", "C", "O", "H", "H", "H", "H", "H", "H", "O"], "xyz": [[1.49088, 0.98967, -0.64467], [1.02908, 0.16697, 0.23172], [-0.28029, -0.06761, 0.54311], [-0.85258, -0.71432, 1.84426], [0.11621, -1.30742, 2.53583], [1.72304, -0.63177, 0.63413], [-1.05748, 0.31449, -0.00344], [-1.67457, -1.36106, 1.41843], [-1.50403, 0.02490, 2.43972], [0.11793, 0.18851, -2.66860], [0.68631, 1.55058, -2.93732], [0.20549, 0.84707, -3.39318]], "forces_ev_per_a": [[-1.6, -1.8, 2.0], [0.2, 0.0, -1.9], [-0.1, 0.8, 0.1], [1.2, -1.2, 0.7], [-1.2, 0.5, -0.5], [-0.8, 1.2, 0.4], [1.0, 0.5, -0.1], [0.3, -0.3, -0.1], [1.0, 0.3, -0.7], [0.2, 0.6, -0.6], [0.0, -0.2, 0.1], [-0.1, -0.5, 0.6]], "e_above_lowest_kj_mol": 217.5, "charge": -1}


{"formula": "C29H38F6N6O4PtSSbSi", "method": "wB97M-V/def2-TZVPD", "elements": ["Pt", "C", "C", "C", "C", "C", "C", "N", "N", "Si", "C", "C", "C", "H", "H", "H", "H", "H", "H", "H", "H", "H", "H", "H", "H", "H", "H", "H", "C", "C", "S", "O", "O", "C", "C", "N", "C", "N", "C", "C", "N", "O", "O", "C", "H", "H", "H", "H", "H", "H", "H", "H", "H", "H", "H", "H", "H", "C", "C", "C", "C", "C", "C", "N", "C", "C", "C", "C", "C", "C", "H", "H", "H", "H", "H", "H", "H", "H", "H", "H", "F", "Sb", "F", "F", "F", "F", "F"], "xyz": [[-0.06603, -0.47864, 0.04597], [-1.19970, 0.52966, 3.59626], [0.26109, 0.35291, 3.33746], [1.22166, 0.59743, 4.30652], [2.56562, 0.45825, 3.97535], [2.93896, 0.06798, 2.70696], [1.93032, -0.20652, 1.77374], [0.63224, -0.04215, 2.11710], [2.06742, -0.60742, 0.48131], [3.26012, -1.72527, -0.11012], [3.13018, -1.83671, -1.99033], [2.88261, -3.39729, 0.71309], [5.04956, -1.26665, 0.28938], [-1.36911, 1.09173, 4.51182], [-1.68312, -0.44526, 3.68455], [-1.65729, 1.06022, 2.76078], [0.92788, 0.91701, 5.29586], [3.32144, 0.67887, 4.71868], [3.97572, -0.00208, 2.41911], [2.11307, -1.70006, -2.35935], [3.47933, -2.81745, -2.32255], [3.76241, -1.08400, -2.46547], [1.84337, -3.43278, 1.04857], [3.51344, -3.53866, 1.59318], [3.05162, -4.24341, 0.04296], [5.27945, -0.24471, -0.01887], [5.72250, -1.93871, -0.24873], [5.27007, -1.36843, 1.35204], [-6.44256, 0.15140, -6.55240], [-5.19667, 0.41582, -5.71967], [-3.89220, 0.96133, -6.84263], [-3.49785, -0.16856, -7.64560], [-4.32331, 2.16815, -7.48807], [-2.51209, 1.36041, -5.73581], [-1.71474, 0.08807, -5.45087], [-0.88662, 0.20969, -4.25734], [-1.31347, -0.06496, -3.01030], [-0.32186, 0.06818, -2.13947], [0.78390, 0.43897, -2.82691], [0.45902, 0.53191, -4.15009], [1.33786, 0.87720, -5.21705], [0.87885, 1.01905, -6.34062], [2.50441, 1.04165, -4.91617], [-2.71305, -0.41022, -2.66732], [-7.24838, -0.23275, -5.92999], [-6.22211, -0.57582, -7.33370], [-6.77414, 1.07331, -7.02748], [-4.83158, -0.48749, -5.22980], [-5.34262, 1.21372, -4.99147], [-2.94637, 1.80371, -4.83858], [-1.91436, 2.10552, -6.25871], [-1.08684, -0.12547, -6.30342], [-2.38287, -0.76079, -5.31045], [1.72275, 0.64612, -2.34335], [-3.09111, -1.21229, -3.30401], [-3.35375, 0.46698, -2.76785], [-2.75348, -0.72188, -1.62760], [-4.61796, -2.02938, 2.67733], [-4.22360, -0.87473, 2.01122], [-3.14255, -0.90154, 1.15339], [-2.45910, -2.10333, 0.92378], [-2.85824, -3.26615, 1.60437], [-3.92297, -3.21899, 2.48164], [-1.40313, -2.12248, 0.02545], [-1.28518, -3.13480, -0.89336], [-2.41334, -3.83554, -1.36840], [-2.27066, -4.79826, -2.34691], [-1.01531, -5.08985, -2.87096], [0.10330, -4.39600, -2.41849], [-0.02459, -3.42970, -1.44426], [-5.46779, -2.00403, 3.34643], [-4.75079, 0.05779, 2.16500], [-2.83954, -0.00087, 0.63052], [-2.29524, -4.17746, 1.44644], [-4.21600, -4.11478, 3.01329], [-3.39506, -3.57780, -0.99319], [-3.14438, -5.32613, -2.70604], [-0.91432, -5.85827, -3.62574], [1.08023, -4.61570, -2.82943], [0.83285, -2.90185, -1.05171], [-1.36983, 1.62929, 0.01951], [-2.69584, 3.04322, -0.22246], [-1.46183, 3.83245, -1.41163], [-3.37219, 2.01694, -1.69575], [-3.98397, 4.38411, -0.46785], [-3.82453, 1.99810, 0.90118], [-1.95696, 3.85690, 1.30947]], "forces_ev_per_a": [[0.3, 0.6, -0.1], [0.0, 0.0, -0.1], [0.1, 0.1, 0.2], [0.0, 0.0, 0.0], [-0.1, 0.0, -0.1], [0.0, 0.0, 0.0], [0.0, 0.0, 0.3], [0.0, -0.2, -0.3], [-0.2, 0.0, -0.4], [0.2, -0.4, 0.1], [-0.1, 0.0, 0.3], [0.1, 0.2, -0.2], [-0.3, 0.0, 0.0], [0.0, 0.0, 0.0], [0.0, 0.0, 0.0], [-0.1, 0.0, 0.0], [-0.1, 0.0, 0.0], [0.0, 0.0, 0.0], [0.0, 0.0, 0.0], [0.0, -0.1, 0.0], [0.0, 0.0, 0.0], [0.0, 0.0, 0.0], [0.0, 0.0, 0.0], [0.0, 0.0, 0.0], [0.0, 0.0, 0.0], [0.0, 0.0, 0.0], [0.0, 0.0, 0.0], [0.0, 0.0, 0.0], [0.0, 0.0, -0.1], [0.3, 0.1, -0.3], [0.1, 0.0, 0.4], [0.1, -0.1, 0.0], [0.0, 0.2, 0.1], [-0.4, -0.3, -0.2], [-0.3, 0.2, -0.1], [0.3, 0.0, -0.2], [-0.1, 0.1, 0.1], [0.2, -0.5, 0.4], [0.1, 0.3, -0.4], [-0.2, -0.2, 0.5], [0.2, 0.4, -0.2], [-0.1, -0.1, 0.2], [-0.1, -0.1, 0.0], [0.0, -0.2, -0.3], [0.0, 0.0, 0.0], [-0.1, 0.0, 0.0], [0.0, 0.0, 0.0], [0.0, 0.0, 0.1], [0.0, 0.0, 0.0], [0.1, 0.0, 0.0], [0.0, 0.0, 0.0], [0.1, -0.1, 0.0], [0.1, 0.0, 0.1], [0.0, 0.0, -0.1], [0.0, -0.1, 0.1], [0.1, -0.3, -0.1], [0.0, 0.0, 0.0], [0.0, 0.0, 0.0], [-0.1, 0.0, 0.1], [0.2, -0.1, -0.2], [-0.6, -0.1, 0.2], [0.2, 0.1, -0.2], [0.0, 0.0, 0.0], [0.4, 0.3, 0.1], [-0.1, -0.3, -0.2], [0.0, 0.1, 0.1], [0.0, 0.0, 0.0], [-0.1, 0.0, 0.0], [0.0, 0.0, 0.0], [-0.1, 0.1, 0.1], [0.0, 0.0, 0.0], [0.0, 0.0, -0.1], [0.0, -0.1, 0.1], [-0.1, 0.0, 0.0], [0.0, 0.0, 0.0], [0.0, 0.0, 0.0], [0.0, 0.0, 0.0], [0.0, 0.0, 0.0], [0.0, 0.0, 0.0], [0.0, 0.0, -0.1], [-0.5, 0.3, 0.0], [0.4, -0.4, 0.1], [-0.2, 0.1, 0.2], [0.0, 0.6, 0.4], [0.1, -0.1, 0.0], [0.0, 0.2, -0.1], [-0.1, 0.0, -0.3]], "e_above_lowest_kj_mol": 31.2, "multiplicity": 4, "s_squared": 3.795}